A molecular structure, C26H32ClO4Sn at a distorted geometry, computed with ωB97M-V with the def2-TZVPD basis set.

```
! wB97M-V def2-TZVPD RIJCOSX def2/J DEFGRID3
* xyz 1 1
O -0.04720 -0.28248 -5.59003
C -0.14165 1.02842 -6.23217
C -0.32649 0.45308 -7.63886
H 0.78225 1.60545 -6.11937
H -1.00569 1.58189 -5.85777
C -0.16446 -0.91200 -6.90775
H 0.46825 0.68421 -8.34615
H -1.31624 0.60763 -8.06463
C 1.11045 -1.62736 -7.32056
H 1.96311 -0.93754 -7.30611
H 1.00889 -2.00390 -8.34658
H 1.29659 -2.48482 -6.66345
C -1.38199 -1.81161 -7.02312
H -2.29918 -1.27744 -6.74666
H -1.25878 -2.70028 -6.39287
H -1.48558 -2.14902 -8.06221
Sn -0.24654 -0.32379 2.30928
C -2.93141 -1.14758 3.15700
C -2.33402 0.14632 3.32918
C -2.24362 0.76944 2.00273
H -2.16652 0.65963 4.26963
C -2.82949 -0.16215 1.07024
C -3.23280 -1.31378 1.78767
H -3.77025 -2.16226 1.36080
H -3.17132 -1.83790 3.96356
H -1.99095 1.81239 1.81722
H -3.04919 0.05882 0.02741
C 0.67366 -2.27281 3.35297
C 0.08397 -3.24900 2.49457
C 0.60051 -3.07465 1.19005
H -0.60499 -4.02598 2.82592
C 1.53101 -2.00556 1.19469
C 1.65275 -1.51871 2.54965
H 2.43907 -0.87503 2.93770
H 0.51639 -2.17211 4.42436
H 0.38779 -3.71581 0.33318
H 2.13734 -1.65756 0.35994
O -0.04263 0.12182 -0.42360
C -0.41366 -0.76864 -1.49310
C -0.69883 0.09024 -2.70766
H -1.27083 -1.37812 -1.18119
H 0.42993 -1.44839 -1.67123
C 0.12984 1.36092 -2.45887
H -1.76193 0.36927 -2.72764
H -0.43805 -0.39389 -3.65041
C 0.14018 1.46084 -0.93987
H -0.28375 2.25014 -2.94659
H 1.14892 1.18802 -2.83290
H -0.70431 2.07671 -0.59316
H 1.06834 1.87735 -0.52497
Cl 3.46095 4.28283 8.82204
C 2.60823 3.32984 7.68174
C 1.80189 2.26916 8.12909
C 1.14286 1.47184 7.18987
C 1.27889 1.73135 5.82308
C 2.06279 2.80650 5.38334
C 2.73326 3.60922 6.31149
C 0.58486 0.83632 4.84754
O -0.09328 -0.12967 5.25593
O 0.74301 1.14048 3.57510
H 1.70360 2.07301 9.19154
H 0.52001 0.63488 7.50905
H 2.14382 2.99276 4.31436
H 3.35224 4.43907 5.97754
*
```

## Properties
* E_HOMO: -11.244 eV
* gap between HOMO and LUMO: 5.60 eV
* energy above the lowest of the compared OMol25 structures with the same formula, charge and spin: 0.00 kcal per mole



6 unconnected molecules or ions with the total composition C26H32F16O10 at a distorted geometry, computed with ωB97M-V with the def2-TZVPD basis set.

```
! wB97M-V def2-TZVPD RIJCOSX def2/J DEFGRID3
* xyz 0 1
O -4.96355 9.51922 -7.13006
C -4.12903 8.76850 -7.71624
O -3.03445 9.31320 -8.39011
C -2.20206 8.29075 -8.86681
C -2.62479 7.03493 -8.18534
C -3.94972 7.25176 -7.63475
H -1.20666 8.63040 -8.58060
H -2.39193 8.46037 -9.92665
H -2.01792 6.76606 -7.32075
H -2.66095 6.24274 -8.93315
H -4.11916 7.00450 -6.58678
H -4.76659 6.81924 -8.21246
O 10.22460 1.66417 -3.72415
C 8.98865 1.84357 -3.65546
O 8.12537 1.39269 -4.62501
C 6.72648 1.47776 -4.24673
C 6.67032 2.22054 -2.86769
C 8.16088 2.43575 -2.47413
H 6.39187 0.44443 -4.15508
H 6.22811 2.04060 -5.03598
H 6.12033 1.67636 -2.09992
H 6.12447 3.16402 -2.87000
H 8.48126 1.81030 -1.64090
H 8.43776 3.47061 -2.27285
O -3.31144 -8.48526 -1.43479
C -3.54239 -9.69051 -1.54932
O -3.96483 -10.49527 -0.44069
C -4.12652 -11.78399 -0.76725
C -4.11237 -11.76214 -2.36714
C -3.29734 -10.56828 -2.77711
H -5.10100 -12.07097 -0.37211
H -3.26602 -12.39771 -0.50082
H -5.15098 -11.66712 -2.68394
H -3.80562 -12.71410 -2.80044
H -3.65028 -10.14554 -3.71776
H -2.22454 -10.56285 -2.96989
O -1.05247 2.47560 -2.68282
C -1.29111 1.25026 -2.87376
O -1.24735 0.51792 -1.82054
C -1.15549 -0.85596 -2.20211
C -0.94267 -0.88985 -3.71176
C -1.57670 0.49374 -4.14604
H -2.09914 -1.36592 -2.00829
H -0.42992 -1.44525 -1.64141
H -1.57756 -1.68658 -4.09936
H 0.07397 -0.89281 -4.10487
H -2.65678 0.39493 -4.25458
H -1.13766 0.99425 -5.00908
C 4.88527 0.19261 4.32031
C 3.92787 1.33248 4.76130
C 3.60965 2.30457 3.49094
F 3.65961 3.61111 3.84286
F 4.43141 2.19366 2.48572
F 2.90856 0.86340 5.45946
F 4.61452 2.02436 5.64016
O 4.33552 -0.53756 3.26560
C 5.01740 -1.78259 2.99228
C 4.39446 -2.59058 1.83885
F 4.26300 -1.69016 0.77989
F 5.19315 -3.57928 1.32213
F 6.25036 -1.47314 2.52290
F 5.21892 -2.49369 4.09182
H 5.12487 -0.45734 5.16189
H 5.81423 0.62755 3.95157
H 2.63202 2.15765 3.03186
H 3.42004 -3.03177 2.04852
C -4.87201 0.37693 7.81700
C -4.25082 -1.00549 7.31788
C -3.65545 -0.88243 5.82923
F -3.42851 -2.04370 5.08696
F -4.51918 -0.22936 4.99883
F -3.39447 -1.38010 8.30706
F -5.30051 -1.88004 7.21532
O -3.91599 1.44836 7.72979
C -4.20269 2.55439 8.58122
C -2.96443 3.56767 8.54715
F -3.10104 4.67323 9.27066
F -1.89037 3.01707 9.02754
F -5.23768 3.22073 8.14924
F -4.44108 2.12315 9.84221
H -5.32964 0.22605 8.79470
H -5.77566 0.51733 7.22386
H -2.74526 -0.28532 5.77332
H -2.64315 3.92118 7.56740
*
```

## Properties
* E_HOMO: -10.080 eV
* gap between HOMO and LUMO: 10.20 eV
* energy above the lowest of the compared OMol25 structures with the same formula, charge and spin: 14.04 kcal per mole
* structure (SMILES): FC(F)C(F)(F)COC(F)(F)C(F)F.FC(F)C(F)(F)COC(F)(F)C(F)F.O=C1CCCO1.O=C1CCCO1.O=C1CCCO1.O=C1CCCO1



A molecular structure, C26H32FeNO4S2 at a distorted geometry, computed with ωB97M-V with the def2-TZVPD basis set.

```
! wB97M-V def2-TZVPD RIJCOSX def2/J DEFGRID3
* xyz 0 6
O -0.50388 -4.62440 -2.42175
C -1.42427 -4.86666 -1.28735
C -0.55951 -6.01477 -0.77798
H -2.46432 -5.03576 -1.63066
H -1.37044 -3.99711 -0.63353
C 0.53850 -5.42834 -1.77492
H -0.91006 -7.01546 -1.03321
H -0.24682 -5.96719 0.27125
C 1.28561 -6.35544 -2.71117
H 0.69797 -7.11725 -3.25031
H 1.98701 -6.82687 -2.01242
H 1.83790 -5.72432 -3.42061
C 1.57144 -4.53840 -1.10654
H 1.07901 -3.85326 -0.41327
H 2.15301 -4.00511 -1.88114
H 2.27206 -5.12107 -0.50041
Fe -0.47659 0.36643 -0.54268
C -1.38737 -0.52583 1.13626
C -2.09114 0.67930 0.93140
C -2.56695 0.71921 -0.40231
H -2.32667 1.41665 1.67865
C -2.17380 -0.51804 -1.08380
C -1.50857 -1.31571 -0.08564
H -1.27160 -2.36826 -0.16918
H -0.91023 -0.80293 2.06890
H -3.28625 1.41948 -0.79455
H -2.34134 -0.82841 -2.11671
C 1.33017 1.16388 0.19906
C 1.20239 -0.07794 0.85705
C 0.98951 -1.08912 -0.13126
H 1.33458 -0.23356 1.92469
C 1.06132 -0.50162 -1.43099
C 1.37860 0.91268 -1.23613
H 1.85052 1.55173 -1.98279
H 1.50361 2.14542 0.62249
H 0.92701 -2.14418 0.08114
H 1.01002 -1.06290 -2.37156
O -1.29814 -0.81919 -3.91526
C -0.43873 -1.98219 -4.18063
C -0.83792 -2.75235 -5.44839
H -0.65680 -2.72664 -3.40395
H 0.64878 -1.68146 -4.12100
C -1.88081 -1.84900 -6.09052
H -1.24387 -3.68720 -5.09501
H 0.05396 -2.96774 -6.01991
C -1.96049 -0.56960 -5.21824
H -2.83495 -2.37197 -6.22697
H -1.52616 -1.56561 -7.06775
H -2.98182 -0.15188 -5.10508
H -1.34072 0.21664 -5.66907
O -1.96037 3.66679 2.46436
S -2.16299 4.26708 1.15725
O -3.30100 5.14179 0.98115
N -2.07803 3.13990 -0.05356
C -1.02482 3.18636 -0.84369
S -0.83577 1.93227 -2.01484
C -0.14604 4.30170 -0.56030
C 0.96766 4.81139 -1.23599
C 1.67162 5.86517 -0.63818
C 1.20589 6.45682 0.56467
C 0.01236 6.01571 1.16576
C -0.65700 4.96030 0.57795
H 1.29303 4.43248 -2.21075
H 2.59799 6.24973 -1.08662
H 1.73976 7.30068 1.02741
H -0.42526 6.44488 2.07941
*
```

## Properties
* E_HOMO (alpha / beta): -6.263 / -7.994 eV
* gap between HOMO and LUMO (alpha / beta): 5.79 / 6.26 eV